Computed, not measured: a molecular structure, C4H5O2Tl, with ωB97M-V/def2-TZVPD.

The geometry in XYZ format:
```
12
Properties=species:S:1:pos:R:3:forces:R:3
O -1.529233 -0.851109 1.713950 3.4 -2.7 -0.5
C -1.157853 0.165465 0.798770 0.6 -0.7 -0.2
H -0.925923 1.121404 1.314977 -0.5 -0.3 -0.3
H -1.981019 0.246280 0.058341 0.4 0.5 0.3
C 0.131332 -0.370146 0.162319 -0.1 0.9 -1.1
C 0.712101 0.690615 -0.749971 0.6 0.2 0.1
C 0.935369 0.540161 -2.038576 0.7 -0.4 -1.0
O 1.219164 0.347370 -3.162816 -0.6 0.3 1.2
Tl 2.313031 -0.821699 1.222251 -0.5 0.2 -0.2
H -0.095135 -1.255443 -0.459817 -0.1 0.2 0.2
H 1.004173 1.671777 -0.354421 -0.2 -0.3 -0.2
H -0.626007 -1.484675 1.494992 -3.8 2.0 1.7
```
Forces are in eV/Å.

Values from the calculation:
Total energy in eV: -13013.932
Energy above the lowest of the compared OMol25 structures with the same formula, charge and spin in eV: 0.6287
M in g mol⁻¹: 289.46

***

Computed, not measured: a molecular structure, C3H7INP, with ωB97M-V/def2-TZVPD.

The geometry in XYZ format:
```
13
Properties=species:S:1:pos:R:3:forces:R:3
C -1.613226 -0.925143 -1.007152 -0.3 -0.1 -0.1
C -0.178138 -0.520234 -1.155666 0.2 0.0 -0.2
C -0.818514 -0.527327 0.187756 0.1 0.2 0.3
N 2.448325 -0.154508 0.813670 0.3 -1.1 -0.4
P 1.932864 1.145016 1.294921 0.0 1.6 0.5
I -1.146625 1.328797 1.186966 -0.5 -0.4 -0.3
H -2.379015 -0.263375 -1.380178 0.0 0.1 0.0
H -1.867958 -1.971568 -1.094820 0.0 -0.1 0.1
H 0.574018 -1.269360 -1.353197 0.0 -0.1 0.1
H 0.037897 0.428033 -1.627393 -0.1 0.1 0.1
H -0.523271 -1.273264 0.909703 0.0 0.0 0.0
H 1.709843 1.618510 2.600008 0.1 -0.4 0.3
H 1.823800 2.384422 0.625381 0.1 -0.2 -0.4
```
Forces are in eV/Å.

Values from the calculation:
Total energy in eV: -22099.881
Energy above the lowest of the compared OMol25 structures with the same formula, charge and spin in eV: 3.6107
M in g mol⁻¹: 214.97

***

Computed, not measured: a gas-phase ion, C23H28N3O3 (charge +1), with ωB97M-V/def2-TZVPD.

The geometry in XYZ format:
```
57
Properties=species:S:1:pos:R:3:forces:R:3
C -1.324112 1.331898 5.476867 -0.1 0.0 0.3
O -0.987235 1.241066 4.103612 0.2 0.0 -0.4
C 0.296195 1.461444 3.725706 0.1 0.0 -0.1
C 1.341543 1.758232 4.597855 -0.3 -0.1 0.0
C 2.619108 1.984468 4.119202 0.0 0.0 -0.2
C 2.887400 1.929658 2.762424 0.0 0.0 0.1
C 1.861381 1.633762 1.883326 -0.2 0.0 0.0
C 0.581826 1.388780 2.354509 0.3 0.1 0.4
N -0.458363 1.082585 1.380519 0.4 0.1 -0.1
C -1.131674 -0.222410 1.575029 -0.5 -0.9 -0.1
C -1.933505 -0.545670 0.320438 0.0 0.0 -0.1
N -2.835136 0.528107 -0.048603 0.3 0.1 0.2
C -3.631612 0.221727 -1.230446 -0.1 -0.3 -0.2
C -2.902874 -0.268946 -2.499075 0.0 0.3 0.1
C -2.066778 0.792883 -3.229228 0.1 -0.2 0.1
C -0.850070 0.225143 -3.961103 -0.3 0.4 -0.1
N 0.042863 -0.553269 -3.116904 -0.2 0.2 -0.1
C 0.619746 -0.197616 -1.930633 0.0 -0.1 0.1
O 0.441975 0.844086 -1.313061 0.1 0.1 -0.2
C 1.457734 -1.344422 -1.505613 0.2 -0.6 -0.3
C 2.254267 -1.525604 -0.392778 -0.1 0.1 -0.1
C 2.943770 -2.730103 -0.280409 0.0 0.1 0.1
C 2.833336 -3.715651 -1.248627 0.0 0.0 -0.1
C 2.025224 -3.536367 -2.368675 -0.1 0.1 0.0
C 1.344938 -2.342320 -2.478118 0.4 0.1 0.6
C 0.425375 -1.851050 -3.524024 -0.1 -0.2 -0.2
O 0.026981 -2.384538 -4.519010 0.1 -0.1 0.1
C -2.255731 1.860809 -0.024407 0.1 0.1 0.0
C -1.518042 2.113570 1.281003 -0.8 0.6 -0.4
H -0.791472 0.582917 6.067067 0.0 0.0 0.0
H -2.393492 1.136042 5.525548 0.1 0.0 0.0
H -1.120443 2.330357 5.869847 0.0 0.0 0.0
H 1.159227 1.817993 5.657689 -0.1 0.0 0.1
H 3.409133 2.212916 4.816560 0.1 0.0 0.1
H 3.880944 2.119211 2.391349 0.1 0.0 -0.1
H 2.046843 1.606129 0.819016 0.0 0.0 -0.1
H 0.003394 1.046773 0.438781 -0.1 0.0 0.3
H -1.776914 -0.149478 2.450325 0.2 0.1 -0.1
H -0.379193 -0.994978 1.745329 0.0 0.1 0.0
H -2.543041 -1.434576 0.506923 0.2 0.0 0.0
H -1.218109 -0.799747 -0.475537 -0.1 -0.1 0.1
H -4.214049 1.112478 -1.469584 -0.1 0.0 0.0
H -4.332020 -0.564476 -0.931468 -0.1 0.1 -0.1
H -2.276452 -1.125808 -2.244205 0.0 -0.1 0.0
H -3.668378 -0.644752 -3.178913 0.0 -0.1 0.0
H -2.683698 1.300318 -3.971275 0.0 0.1 0.0
H -1.713415 1.553422 -2.541490 0.0 0.0 -0.1
H -1.161260 -0.458071 -4.755892 0.1 0.1 0.1
H -0.283852 1.048554 -4.407660 0.0 -0.1 0.0
H 2.354741 -0.761460 0.363597 0.0 0.1 0.1
H 3.579414 -2.895272 0.575942 0.1 0.0 0.1
H 3.384351 -4.636078 -1.134090 0.1 -0.1 0.0
H 1.932916 -4.296283 -3.128028 0.0 -0.1 -0.1
H -3.073302 2.577117 -0.129319 0.1 0.1 0.0
H -1.529408 2.046696 -0.826739 -0.2 0.0 0.1
H -2.174023 2.026972 2.147206 0.2 0.0 0.0
H -1.058130 3.102912 1.268318 0.1 -0.1 0.0
```
Forces are in eV/Å.

Values from the calculation:
Total charge: +1
Total energy in eV: -34913.338
Structure (SMILES): COc1ccccc1[NH+]1CCN(CCCCN2C(=O)c3ccccc3C2=O)CC1
Energy above the lowest of the compared OMol25 structures with the same formula, charge and spin in eV: 1.8009
M in g mol⁻¹: 394.50

***

Computed, not measured: 3 unconnected molecules or ions with the total composition C4H12O3, with ωB97M-V/def2-TZVPD.

The geometry in XYZ format:
```
19
Properties=species:S:1:pos:R:3:forces:R:3
C -0.158908 -3.390318 1.111959 0.1 -0.1 -1.8
C -0.720311 -2.016764 0.765495 0.1 -0.9 0.8
C -1.541552 -1.210742 1.431181 2.0 1.5 1.3
C -1.307784 0.307312 1.416653 -3.2 -1.0 -1.9
O -2.673341 0.815175 1.156244 0.7 0.9 0.3
H 0.923844 -3.207120 0.993940 -0.2 -0.3 0.4
H -0.366455 -4.083359 0.283015 -0.1 0.0 0.2
H -0.346644 -3.940745 2.028731 -0.4 0.6 0.3
H -0.204082 -1.627239 -0.105206 0.2 0.4 0.1
H -2.170655 -1.423319 2.284962 0.1 -0.9 0.1
H -1.073790 0.733088 2.399476 0.5 -0.3 -0.4
H -0.679014 0.600044 0.558000 0.2 0.1 0.7
H -3.145928 0.110109 0.712207 0.0 0.0 -0.2
O 3.985620 2.810560 -1.688517 -0.1 0.3 -0.6
H 4.636639 2.123334 -1.543058 0.0 -0.1 0.3
H 3.564072 3.021759 -0.859208 0.1 -0.1 0.4
O 1.208834 1.679558 -3.160017 0.5 -0.2 -0.4
H 1.115173 2.264583 -2.411025 -0.2 0.1 0.2
H 0.355250 1.296050 -3.352835 -0.3 0.1 0.1
```
Forces are in eV/Å.

Values from the calculation:
Total energy in eV: -10483.065
Structure (SMILES): C/C=C/CO.O.O
Energy above the lowest of the compared OMol25 structures with the same formula, charge and spin in eV: 2.0742
M in g mol⁻¹: 108.14

***

> Which value of M does entry 4 give?

108.14 g mol⁻¹

***

> Which value of energy above the lowest of the compared OMol25 structures with the same formula, charge and spin does entry 2 give?

3.6107 eV

***

> Among the records above, which one has the lowest M?

C4H12O3